# 1
ORCA calculation (the ωB97M-V functional and the def2-TZVPD basis) on a cluster of 15 separate species, C60H81N9O18 in total in a non-equilibrium geometry.

Structure (XYZ):
```
168
Properties=species:S:1:pos:R:3:forces:R:3:lowdin_charge:R:1
C 0.749 -6.688 -2.022 0.3 -1.1 0.0 -0.016
C 0.260 -5.643 -1.042 1.1 -0.7 0.8 -0.295
C -0.305 -4.369 -1.616 0.8 -0.6 -0.9 -0.094
O -1.674 -4.479 -1.333 -1.4 1.5 -0.2 0.085
C -1.947 -5.497 -0.535 -1.6 -1.7 1.1 -0.555
O -3.042 -5.838 -0.113 1.7 1.0 -0.8 0.108
O -0.837 -6.190 -0.290 0.4 -0.3 0.0 0.084
H -0.082 -7.186 -2.525 -0.1 0.4 -0.3 0.097
H 1.262 -7.519 -1.532 -0.2 0.1 0.6 0.087
H 1.526 -6.397 -2.729 -0.5 0.7 -0.2 0.059
H 1.049 -5.427 -0.320 0.0 0.0 0.1 0.140
H -0.174 -4.402 -2.699 -0.1 0.4 0.0 0.134
H 0.173 -3.483 -1.201 -0.4 0.1 0.0 0.112
C 2.496 5.090 -2.217 0.5 0.6 0.5 -0.002
C 2.293 4.781 -0.754 0.6 -0.3 0.4 -0.280
C 3.569 4.539 0.074 0.4 -1.5 -1.5 -0.125
O 3.441 5.363 1.192 -0.1 0.5 0.9 0.065
C 2.512 6.321 0.929 0.8 1.6 1.4 -0.549
O 2.418 7.366 1.553 -0.1 -2.1 -1.0 0.119
O 1.796 5.961 -0.115 -1.2 0.8 -0.6 0.096
H 1.545 5.383 -2.659 0.2 -0.2 -0.3 0.078
H 3.043 4.328 -2.771 -0.5 -0.4 0.1 0.078
H 3.179 5.942 -2.210 -0.2 0.3 -0.3 0.096
H 1.563 3.992 -0.566 0.0 0.0 -0.1 0.140
H 4.519 4.744 -0.427 -0.2 0.6 -0.4 0.132
H 3.667 3.471 0.265 -0.3 0.2 0.9 0.088
C -0.144 4.214 5.300 -0.5 1.4 -0.4 -0.025
C 1.238 4.449 4.710 -0.9 -2.1 1.6 -0.293
C 2.166 3.436 5.403 0.0 0.7 -0.4 -0.068
O 2.490 2.498 4.388 1.2 -1.3 1.0 0.096
C 2.026 2.867 3.241 0.0 1.4 -3.1 -0.580
O 2.309 2.417 2.144 -0.7 -0.1 1.6 0.122
O 1.237 3.958 3.383 0.0 0.6 -1.1 0.085
H -0.489 3.187 5.189 0.2 0.0 -0.1 0.065
H -0.825 4.891 4.781 -0.3 -0.2 0.1 0.090
H -0.188 4.487 6.356 0.2 0.0 0.0 0.093
H 1.594 5.467 4.859 -0.1 0.0 -0.8 0.159
H 1.608 2.865 6.141 0.6 0.4 0.6 0.128
H 3.060 4.001 5.665 0.2 -0.8 0.7 0.141
C -0.834 -1.523 0.568 -0.5 1.1 0.1 0.004
C -0.225 -0.152 0.753 1.9 -1.8 -0.6 -0.313
C 1.031 -0.045 -0.150 0.5 0.7 1.1 -0.093
O 0.701 1.012 -1.055 0.3 0.5 0.1 0.039
C -0.392 1.640 -0.621 -1.0 -0.2 -0.2 -0.539
O -0.842 2.665 -1.047 0.5 -0.5 0.2 0.132
O -1.043 0.884 0.309 -0.2 1.3 -0.1 0.062
H -1.093 -1.666 -0.482 0.1 -0.1 0.0 0.066
H -1.764 -1.522 1.139 0.1 -0.8 0.2 0.084
H -0.062 -2.228 0.875 -0.5 -0.4 0.2 0.081
H 0.134 0.010 1.769 -0.6 0.1 0.2 0.132
H 1.335 -0.954 -0.666 -0.2 0.1 0.0 0.099
H 1.868 0.295 0.462 0.2 0.0 -0.2 0.122
C -4.717 5.352 0.021 -0.2 0.4 -0.6 -0.023
C -3.478 5.970 -0.567 1.1 -1.7 -0.5 -0.311
C -2.588 5.061 -1.486 0.5 1.1 1.8 -0.072
O -2.209 6.015 -2.477 0.7 -1.0 -1.0 0.059
C -2.957 7.124 -2.468 0.1 0.0 -1.0 -0.548
O -2.860 7.993 -3.303 -0.5 -0.9 1.6 0.142
O -3.815 7.033 -1.434 -0.7 1.3 -0.3 0.082
H -4.478 4.686 0.849 0.0 0.4 0.3 0.081
H -5.289 4.750 -0.686 0.1 0.1 -0.3 0.079
H -5.295 6.246 0.257 -0.5 -0.5 0.7 0.090
H -2.847 6.363 0.232 0.0 0.2 0.0 0.153
H -2.994 4.094 -1.784 -0.6 0.5 -0.9 0.108
H -1.678 4.773 -0.958 0.0 0.2 0.0 0.105
C 7.294 -1.247 0.719 0.5 0.2 -0.1 -0.016
C 6.449 -2.451 0.410 1.2 -0.4 0.4 -0.320
C 6.130 -3.377 1.586 0.1 -0.8 -0.3 -0.076
O 4.745 -3.630 1.418 -1.0 0.3 -0.1 0.069
C 4.236 -2.790 0.489 -2.2 -0.5 0.7 -0.530
O 3.040 -2.713 0.245 2.0 0.0 0.9 0.081
O 5.187 -2.071 -0.065 -0.9 0.8 -0.8 0.107
H 7.544 -0.683 -0.179 -0.1 -0.1 -0.1 0.085
H 8.236 -1.572 1.164 0.0 -0.1 0.0 0.092
H 6.826 -0.554 1.418 -0.2 -0.2 0.0 0.092
H 6.900 -3.100 -0.343 0.2 0.4 -0.3 0.160
H 6.330 -3.012 2.593 0.0 0.2 -0.1 0.141
H 6.593 -4.348 1.408 0.4 0.1 0.5 0.137
N -5.204 1.810 0.096 -0.3 -0.1 -0.1 -0.002
C -4.067 1.709 -0.633 1.3 0.1 0.0 -0.163
C -4.397 1.654 -1.950 1.0 -0.1 -0.9 -0.123
C -5.779 1.659 -2.050 -1.6 0.4 0.4 -0.095
C -6.280 1.812 -0.778 -0.2 -0.6 0.3 -0.123
H -5.174 1.807 1.102 -0.5 0.3 -0.1 0.147
H -3.082 1.700 -0.190 -0.2 0.1 0.1 0.097
H -3.742 1.697 -2.808 0.3 -0.2 0.2 0.102
H -6.377 1.574 -2.943 0.0 0.1 0.0 0.102
H -7.304 1.802 -0.440 0.1 0.1 0.1 0.108
N -0.514 2.155 -4.625 0.9 0.5 1.0 0.035
C -0.142 3.385 -4.170 -0.2 1.1 0.7 -0.150
C 0.194 4.186 -5.230 -0.3 -0.3 -0.4 -0.110
C 0.066 3.385 -6.397 0.3 -1.1 0.3 -0.101
C -0.288 2.112 -5.950 -0.6 0.2 -1.3 -0.158
H -0.715 1.361 -4.035 0.0 0.0 -0.1 0.098
H -0.189 3.699 -3.138 -0.2 -0.4 0.0 0.084
H 0.386 5.247 -5.189 0.2 -0.1 0.1 0.095
H 0.298 3.653 -7.416 -0.1 0.0 0.0 0.082
H -0.508 1.177 -6.443 0.1 0.2 -0.4 0.097
N -3.913 -3.735 2.584 0.0 -0.2 2.6 0.064
C -4.015 -4.967 3.190 0.1 -0.2 -0.6 -0.134
C -3.758 -4.853 4.540 -0.3 0.1 -0.5 -0.111
C -3.561 -3.463 4.819 -0.1 -0.8 -0.4 -0.116
C -3.663 -2.838 3.606 -0.1 1.1 -1.1 -0.170
H -4.220 -3.474 1.660 0.1 -0.2 -0.3 0.084
H -4.232 -5.826 2.574 0.1 -0.1 0.1 0.113
H -3.703 -5.677 5.234 -0.1 0.1 0.0 0.095
H -3.389 -3.051 5.801 0.1 0.2 -0.2 0.087
H -3.565 -1.802 3.324 0.0 0.0 0.3 0.081
N -5.331 -1.407 0.478 -0.1 -0.1 -0.9 0.025
C -4.567 -2.111 -0.422 -0.5 -1.4 0.1 -0.105
C -5.100 -3.419 -0.475 1.7 1.3 -0.9 -0.115
C -6.208 -3.456 0.353 -1.0 0.5 0.8 -0.127
C -6.373 -2.190 0.873 -0.3 -0.2 0.7 -0.143
H -5.251 -0.412 0.625 -0.1 -0.2 -0.2 0.105
H -3.781 -1.649 -0.998 0.1 0.0 0.2 0.095
H -4.686 -4.238 -1.040 0.0 0.1 0.0 0.087
H -6.807 -4.308 0.634 -0.1 0.0 -0.3 0.104
H -7.148 -1.813 1.523 0.2 0.0 0.1 0.108
N -1.223 -1.591 -4.891 0.4 1.2 1.4 0.047
C -2.120 -0.827 -4.170 -0.7 -0.6 0.5 -0.105
C -1.556 -0.512 -2.921 -1.9 0.5 -1.8 -0.116
C -0.247 -0.949 -2.974 1.2 -0.7 0.4 -0.132
C -0.078 -1.605 -4.153 1.4 -1.0 -0.5 -0.135
H -1.305 -2.002 -5.805 -0.3 0.2 0.1 0.153
H -3.102 -0.668 -4.588 0.0 0.1 0.3 0.111
H -2.048 0.020 -2.121 -0.1 0.0 -0.1 0.082
H 0.494 -0.826 -2.198 -0.2 -0.3 -0.7 0.070
H 0.809 -2.126 -4.486 0.0 0.0 -0.1 0.110
N -1.869 -0.181 6.107 -0.4 1.0 -0.5 0.031
C -2.752 0.022 5.067 -0.2 -0.4 -0.5 -0.140
C -2.060 0.500 3.966 -0.7 -0.2 1.4 -0.100
C -0.756 0.697 4.423 1.5 0.3 -0.4 -0.143
C -0.648 0.324 5.743 -0.1 -0.6 -0.4 -0.121
H -2.026 -0.621 6.998 -0.4 0.2 -0.1 0.148
H -3.813 -0.169 5.113 0.1 -0.3 0.4 0.109
H -2.434 0.721 2.979 -0.1 0.0 0.1 0.094
H 0.024 1.023 3.751 0.3 0.2 0.4 0.082
H 0.151 0.328 6.467 0.2 -0.1 -0.3 0.111
N -0.853 -4.336 3.276 0.6 -0.1 0.3 0.050
C 0.303 -3.577 3.225 -1.4 0.3 -0.6 -0.136
C 1.262 -4.356 2.667 1.5 1.1 0.7 -0.141
C 0.770 -5.644 2.563 -0.1 -1.5 -0.9 -0.134
C -0.555 -5.628 2.903 -0.3 0.7 0.3 -0.113
H -1.761 -4.021 3.592 0.3 0.0 0.1 0.070
H 0.332 -2.519 3.437 -0.3 -0.1 0.1 0.102
H 2.259 -4.005 2.447 0.0 -0.2 0.0 0.078
H 1.353 -6.477 2.196 -0.2 -0.2 0.0 0.098
H -1.313 -6.394 2.936 0.1 0.0 -0.1 0.112
N 3.765 -1.952 -3.397 -0.7 -0.7 0.0 0.028
C 4.085 -2.493 -4.614 0.7 0.2 0.4 -0.145
C 3.916 -3.852 -4.528 -0.4 -0.1 -0.4 -0.112
C 3.361 -4.139 -3.253 0.2 0.6 0.1 -0.098
C 3.269 -2.944 -2.567 0.3 0.2 -0.4 -0.123
H 3.832 -0.964 -3.217 -0.1 -0.1 0.3 0.121
H 4.530 -1.826 -5.336 -0.1 -0.3 -0.3 0.105
H 4.085 -4.592 -5.295 0.1 0.2 -0.1 0.089
H 3.089 -5.116 -2.888 0.1 0.1 0.1 0.071
H 2.981 -2.748 -1.546 -0.1 0.1 -0.6 0.059
N 4.744 1.864 -2.584 0.6 0.6 -0.1 0.008
C 4.069 1.366 -1.471 -0.1 -0.8 -2.4 -0.141
C 4.910 1.386 -0.422 1.0 1.5 0.5 -0.121
C 6.067 2.149 -0.848 0.5 -1.2 -0.9 -0.101
C 5.986 2.347 -2.230 -1.0 -0.7 2.0 -0.108
H 4.441 1.891 -3.544 -0.5 0.0 0.2 0.143
H 3.115 0.907 -1.678 -0.1 0.1 0.4 0.098
H 4.708 1.030 0.576 -0.1 0.1 0.0 0.100
H 6.978 2.268 -0.281 -0.1 0.3 0.1 0.088
H 6.726 2.690 -2.935 -0.2 0.2 0.0 0.107
```
Forces are in eV/Å.

Results
total charge	0



# 2
ORCA calculation (the ωB97M-V functional and the def2-TZVPD basis) on an isolated molecule of C2H5NO2S in a non-equilibrium geometry.

Structure (XYZ):
```
11
Properties=species:S:1:pos:R:3:forces:R:3:lowdin_charge:R:1
C -0.192 -1.025 0.355 -1.3 0.3 -2.5 -0.389
C 0.218 -0.134 1.518 0.4 -2.0 -0.8 0.015
N -0.207 -0.357 -1.125 -0.7 -1.9 1.1 -0.459
O -0.562 -2.178 0.383 1.2 2.3 0.5 0.036
O -0.491 1.019 -1.198 -0.4 0.6 1.0 -0.141
S -1.279 -1.301 -2.158 2.2 0.1 -0.7 0.789
H -0.220 0.805 1.554 -0.7 1.9 -0.7 0.055
H -0.179 -0.643 2.356 -0.1 -0.7 1.1 0.073
H 1.290 -0.060 1.613 0.3 0.0 -0.1 0.093
H -0.100 1.445 -1.985 0.3 -1.1 0.3 0.102
H -2.457 -0.977 -1.731 -1.3 0.6 0.9 -0.174
```
Forces are in eV/Å.

Results
structure (SMILES)	CC(=O)N(O)S
total charge	0
energy relative to the best compared isomer or geometry (same formula, charge and spin)	69.3	kcal per mole



# 3
ORCA calculation (the ωB97M-V functional and the def2-TZVPD basis) on an isolated molecule of C31H42N6O3.

Structure (XYZ):
```
82
Properties=species:S:1:pos:R:3:forces:R:3:lowdin_charge:R:1
C 2.989 1.891 -1.504 0.0 -0.2 -0.1 -0.058
N 2.553 2.402 -0.211 -0.1 0.0 0.1 -0.227
N 1.187 2.712 -0.201 0.2 0.5 -0.3 -0.073
C 0.275 2.020 0.517 0.1 -0.3 0.3 -0.390
O -0.914 2.268 0.374 -0.2 0.1 0.0 0.036
C 0.740 0.957 1.538 0.1 -0.2 0.2 -0.297
C -0.500 0.365 2.241 -0.2 0.1 -0.1 -0.107
C -0.985 -0.908 1.543 0.0 0.1 -0.1 -0.124
C -0.766 -0.802 0.039 -0.7 -0.2 0.0 -0.134
N 0.655 -0.739 -0.237 0.1 0.3 0.2 0.020
C 1.294 -1.196 -1.327 -0.1 0.0 -0.3 -0.434
O 2.512 -1.304 -1.357 0.3 -0.2 -0.1 0.048
C 0.520 -1.546 -2.610 0.3 0.1 -0.3 -0.189
N -0.761 -0.908 -2.774 0.1 -0.5 -0.1 0.113
C -0.895 0.409 -2.993 -0.5 -0.3 0.0 -0.446
O 0.046 1.171 -3.110 0.3 0.3 0.0 0.069
C -2.359 0.852 -3.159 0.0 0.4 -0.1 -0.537
N -3.225 -0.084 -2.438 -0.2 0.0 0.0 0.075
H -4.190 0.080 -2.710 0.0 0.0 0.0 0.087
H -3.166 0.099 -1.440 -0.1 0.0 0.0 0.081
C -2.682 0.750 -4.654 0.1 -0.1 0.2 -0.025
H -2.642 -0.288 -4.976 0.0 -0.1 -0.1 0.083
H -3.679 1.141 -4.850 -0.1 0.0 0.0 0.083
H -1.963 1.327 -5.229 0.0 0.1 -0.1 0.091
C -2.509 2.298 -2.680 0.1 -0.2 0.0 -0.024
H -1.841 2.939 -3.247 0.1 0.1 0.0 0.083
H -3.535 2.638 -2.822 -0.1 0.0 0.0 0.085
H -2.248 2.378 -1.625 0.0 0.1 0.1 0.066
H -1.611 -1.441 -2.647 0.0 0.1 0.1 0.105
H 1.178 -1.159 -3.402 0.0 -0.1 0.3 0.162
C 0.409 -3.071 -2.790 -0.1 0.2 0.1 -0.065
C -0.548 -3.693 -1.830 -0.2 -0.1 -0.3 -0.192
C -1.865 -3.975 -2.052 0.3 0.1 -0.2 -0.056
N -2.436 -4.495 -0.920 -0.4 -0.1 0.0 0.089
C -1.490 -4.560 0.063 0.5 0.1 0.2 -0.214
C -1.582 -4.995 1.379 -0.1 0.0 0.1 -0.023
C -0.444 -4.931 2.153 -0.2 -0.1 0.1 -0.099
C 0.762 -4.451 1.633 0.2 0.1 0.0 -0.098
C 0.862 -4.016 0.330 -0.1 0.0 0.1 -0.018
C -0.277 -4.064 -0.474 -0.4 -0.2 0.2 -0.139
H 1.795 -3.641 -0.061 0.2 0.1 0.0 0.113
H 1.630 -4.419 2.276 0.1 0.0 0.0 0.101
H -0.481 -5.262 3.181 0.0 0.0 0.1 0.099
H -2.513 -5.368 1.782 -0.1 0.0 0.1 0.106
H -3.390 -4.801 -0.833 0.1 0.0 0.0 0.155
H -2.443 -3.854 -2.949 -0.1 0.0 -0.2 0.126
H 1.407 -3.490 -2.651 0.0 0.0 -0.1 0.128
H 0.087 -3.276 -3.814 0.1 0.0 0.0 0.125
C 1.472 -0.189 0.833 0.4 0.1 0.0 -0.071
H 1.703 -0.970 1.568 0.0 0.1 0.1 0.143
H 2.411 0.147 0.395 -0.2 -0.1 0.2 0.116
H -1.196 -1.672 -0.454 0.0 0.1 0.0 0.108
H -1.262 0.104 -0.324 0.0 -0.1 0.0 0.103
H -0.457 -1.789 1.915 0.0 -0.1 0.0 0.104
H -2.048 -1.061 1.735 0.0 0.0 0.0 0.120
H -0.265 0.142 3.281 0.1 0.0 0.0 0.117
H -1.293 1.114 2.229 0.1 -0.1 0.1 0.121
C 1.684 1.568 2.594 -0.1 0.0 -0.1 -0.077
C 1.001 2.562 3.490 0.1 0.0 0.1 -0.213
C 0.774 2.259 4.826 0.0 0.0 0.0 -0.049
C 0.158 3.168 5.668 -0.1 0.0 0.1 -0.086
C -0.255 4.396 5.182 0.0 0.1 0.1 -0.096
C -0.039 4.709 3.850 0.0 0.1 0.0 -0.075
C 0.590 3.803 3.015 0.0 0.0 0.0 -0.032
H 0.753 4.063 1.981 0.0 0.1 -0.1 0.100
H -0.362 5.662 3.458 0.0 0.1 0.0 0.103
H -0.739 5.106 5.837 0.0 0.0 0.0 0.099
H -0.003 2.916 6.706 0.0 0.0 0.1 0.100
H 1.087 1.299 5.216 0.1 -0.1 0.0 0.110
H 2.526 2.034 2.086 0.1 -0.1 0.1 0.102
H 2.074 0.747 3.203 0.0 0.0 0.0 0.128
C 0.689 3.670 -1.181 -0.1 0.0 -0.1 -0.008
H -0.244 4.087 -0.808 0.1 0.0 -0.1 0.091
H 0.502 3.173 -2.135 0.0 0.1 0.0 0.071
H 1.419 4.466 -1.312 0.1 0.0 0.0 0.084
C 3.390 3.513 0.217 -0.1 0.0 0.1 -0.074
H 3.527 4.279 -0.558 0.0 0.0 0.0 0.079
H 2.967 3.984 1.102 0.0 0.0 0.1 0.079
H 4.371 3.109 0.465 0.1 0.0 0.0 0.093
H 3.221 2.692 -2.215 0.0 0.1 0.0 0.088
H 2.208 1.269 -1.931 0.0 0.0 0.0 0.068
H 3.879 1.284 -1.355 0.1 0.0 0.0 0.093
```
Forces are in eV/Å.

Results
structure (SMILES)	CN(C)N(C)C(=O)[C@@]1(Cc2ccccc2)CCCN(C(=O)[C@@H](Cc2c[nH]c3ccccc23)NC(=O)C(C)(C)N)C1
total charge	0
energy relative to the best compared isomer or geometry (same formula, charge and spin)	0.0	kcal per mole



no.,E_HOMO (eV),orbital gap (eV),energy (Eh)
1,-7.70,7.889,-4182.0078
2,-9.20,9.931,-682.5292
3,-8.10,8.741,-1760.8027